Record 1
83
Properties=species:S:1:pos:R:3:forces:R:3:lowdin_charge:R:1 method="wB97M-V/def2-TZVPD" gap_ev=8.4 e_homo_ev=-7.92 smiles=Cc1ccccc1C[PH3][C@@H](Cl)[C@@H](C)Cl.C1CCOC1.C1CCOC1.C1CCOC1.C1CCOC1 lumo_energy_ev=0.513
Cl -3.143250 -3.573387 -0.393393 0.9 0.4 0.6 0.47
Cl 0.087352 -3.914585 2.416693 -0.2 0.4 -1.1 0.52
P -2.205775 -0.961554 0.814131 -0.7 1.0 -0.2 0.76
O 1.130823 0.035526 5.017747 0.2 -0.2 0.0 -0.16
O 5.126932 -1.966749 -1.821789 -0.1 -0.2 -0.2 -0.14
O 0.610039 -0.129542 -4.719831 -0.2 0.1 -0.2 -0.15
O -0.972408 3.193450 -0.930083 0.2 0.2 -0.1 -0.16
C -0.521140 -0.005534 -6.797873 -0.1 -0.3 -0.3 -0.18
C 4.316291 -3.602099 -3.331392 -0.2 -0.4 0.1 -0.18
C -3.216555 1.395322 3.496160 -3.9 0.0 -0.4 -0.17
C -0.470558 -3.381630 0.721401 -0.1 -0.1 -1.0 -0.72
C 0.763642 -1.233820 5.576353 -0.2 0.2 0.2 -0.21
C -4.342902 1.570719 4.560519 -1.0 -0.7 -3.8 -0.03
C -5.852313 1.506281 4.138336 1.9 -0.3 -2.4 -0.08
C -0.038625 3.323229 -2.009644 0.1 -0.4 0.1 -0.21
C 3.115510 -1.148252 5.540065 0.3 0.1 0.3 -0.18
C 3.985729 -1.424759 -2.501001 -0.1 0.1 0.3 -0.20
C 2.550312 0.056856 4.814388 -0.1 0.2 -0.3 -0.20
C -2.526212 0.941676 0.911692 -1.9 1.5 0.7 -0.36
C -1.674369 1.416795 3.910013 -0.5 -0.2 0.0 -0.09
C 0.501250 4.738509 -1.956054 -0.1 0.3 -0.4 -0.18
C -0.832408 4.325923 -0.060894 -0.4 0.0 0.0 -0.20
C 3.791786 -2.249183 -3.757880 -0.1 0.2 -0.4 -0.18
C -3.688162 1.160068 2.023740 -0.9 0.6 1.6 -0.21
C -6.313667 1.278075 2.666265 4.4 -0.1 0.7 -0.08
C 0.840800 -0.044333 -6.132954 0.3 0.1 0.1 -0.21
C -1.363984 0.683313 -5.748232 -0.2 0.4 0.1 -0.18
C 5.470950 -3.220887 -2.426008 0.3 0.1 0.1 -0.21
C 1.974257 -2.136243 5.444699 -0.1 -0.4 -0.3 -0.18
C 0.567751 -2.311117 0.133311 1.0 -0.7 0.0 -0.18
C 0.437805 5.042408 -0.476029 0.3 0.0 0.4 -0.18
C -5.199855 1.091279 1.604325 1.5 0.5 3.4 -0.05
C -0.775646 0.135784 -4.463174 0.0 -0.2 0.3 -0.20
C -1.988175 -2.865860 0.854973 0.7 -1.1 1.3 -0.90
H -1.094518 -0.744522 1.717373 -0.4 -0.6 -0.3 0.02
H 2.755445 -2.266909 -4.099960 0.1 0.1 0.1 0.11
H 1.529151 -2.898780 -0.126338 -1.5 0.9 0.4 0.08
H 0.758401 2.588141 -1.852239 0.0 0.0 -0.1 0.12
H -2.938045 1.372372 -0.072788 0.7 -0.7 1.3 0.08
H -5.381386 0.889052 0.488582 0.0 0.4 2.0 0.09
H -1.208013 1.766119 -5.799138 -0.1 -0.1 0.0 0.11
H -4.055124 1.716416 5.650733 -0.6 -0.2 -1.6 0.09
H 1.443271 -0.895191 -6.459265 0.0 0.0 0.1 0.11
H -2.009166 -0.918591 -0.622744 0.1 -0.1 0.7 0.02
H -0.510556 0.508865 -7.760343 0.0 0.0 0.1 0.11
H -1.250627 -0.809540 -4.179317 -0.1 0.0 0.0 0.12
H -3.576454 -1.143851 1.259743 0.6 -0.2 -0.2 0.03
H -2.433320 0.487906 -5.844709 0.1 0.0 0.0 0.12
H -0.866807 0.835616 -3.629122 0.1 -0.1 0.0 0.10
H 1.402947 0.875982 -6.325578 0.0 0.0 -0.1 0.12
H -0.537237 3.099431 -2.955676 -0.1 0.0 0.1 0.11
H -2.385264 -3.211308 1.885428 0.6 0.4 -1.8 0.06
H 2.006284 -2.919190 6.204388 0.0 0.1 0.0 0.12
H -1.532810 1.335574 5.052928 -0.4 0.0 -1.9 0.09
H -0.803633 3.989981 0.978554 -0.1 -0.1 -0.1 0.11
H -6.682755 1.636012 4.910889 1.5 -0.2 -1.1 0.08
H 3.123601 -1.512551 -1.830928 -0.1 0.1 -0.1 0.10
H 1.300403 4.597435 0.031006 -0.1 0.1 0.0 0.12
H -1.712083 4.963739 -0.197086 0.0 0.0 0.1 0.12
H 4.048175 -1.509736 5.103505 -0.1 0.0 0.0 0.12
H 4.620323 -4.238442 -4.164391 0.0 0.0 0.1 0.11
H 2.735493 -0.005136 3.736562 0.1 0.0 0.0 0.12
H 3.303150 -0.898591 6.589678 0.0 0.0 -0.1 0.12
H -0.386964 -4.330912 0.068850 -0.4 1.6 1.2 0.10
H -7.403480 1.214218 2.337164 1.7 0.2 0.8 0.08
H 4.153859 -0.366764 -2.715003 0.0 -0.1 0.1 0.12
H -1.599465 1.549102 1.187963 -1.2 -0.9 -0.4 0.06
H 1.502429 4.828980 -2.381027 -0.1 0.0 0.0 0.12
H -1.158463 0.527948 3.415364 -0.6 1.2 0.8 0.04
H 2.960148 0.999670 5.184404 -0.1 0.0 0.0 0.12
H 3.549886 -4.133014 -2.756641 0.1 0.0 -0.1 0.11
H 0.204656 -1.849690 -0.853014 0.3 -0.6 1.6 0.08
H 5.658510 -3.964704 -1.648312 0.0 0.1 0.0 0.12
H -1.113474 2.361266 3.590019 -1.0 -1.2 0.3 0.08
H 0.419955 6.109138 -0.246246 0.0 -0.1 0.0 0.12
H 1.978587 -2.614136 4.459464 0.0 0.0 0.1 0.09
H 6.393057 -3.074847 -2.999194 0.0 -0.1 0.0 0.12
H -0.112102 -1.626491 5.054073 0.0 0.1 0.0 0.11
H -0.165292 5.413869 -2.502778 0.1 -0.1 0.0 0.12
H -0.888018 -1.024799 -6.958108 0.0 0.1 0.0 0.12
H 4.412474 -1.849171 -4.566641 -0.1 0.0 0.0 0.12
H 0.500561 -1.073676 6.627758 0.0 -0.1 0.0 0.12
H 0.899068 -1.511969 0.893577 -0.8 -1.2 -1.2 0.07


Record 2
93
Properties=species:S:1:pos:R:3:forces:R:3:lowdin_charge:R:1 method="wB97M-V/def2-TZVPD" gap_ev=7.5 e_homo_ev=-10.93 lumo_energy_ev=-3.413 total_charge=+1
P 0.113547 -2.506143 4.720853 -0.2 0.3 0.5 0.91
F 4.689747 -0.849503 3.691263 0.1 0.0 0.1 0.13
O -2.730644 -3.741684 0.255333 0.1 -0.1 0.0 0.00
O 0.909073 3.959346 -7.295495 0.0 0.0 0.0 0.03
O 0.707379 2.726597 2.118577 -0.2 0.0 -0.2 0.00
O 2.624621 -0.266125 4.168103 -0.2 0.3 0.1 0.18
O 1.531098 -2.854821 5.461671 0.0 -0.2 -0.1 -0.30
O -3.514856 0.726857 3.073972 0.0 -0.1 0.3 0.12
O 1.058225 1.995824 -2.203226 0.0 -0.1 0.1 0.00
N 1.962405 2.370664 -8.481676 0.0 0.0 0.1 0.01
N -0.582845 -4.084605 4.569204 0.3 0.2 -0.5 -0.16
N -2.218423 1.019916 1.220489 -0.3 -0.1 -0.2 0.14
N 0.434567 3.967261 -1.334568 0.1 0.0 0.1 0.02
N -0.564679 -1.717140 0.851087 0.3 -0.1 0.0 0.19
N -4.270112 -5.124569 1.126625 0.0 0.0 -0.1 0.03
N 0.037061 4.681200 3.000476 0.0 -0.1 0.0 0.02
N 4.864387 -0.093439 0.016233 0.0 0.0 0.0 0.15
C 2.651039 2.786435 -6.161473 0.0 0.0 0.0 -0.01
C -3.129047 -1.267308 1.861234 -0.3 0.4 0.4 -0.11
C -0.751292 5.551556 3.854820 0.2 0.1 -0.1 -0.06
C -0.690585 -1.994065 2.154588 0.2 0.3 0.1 -0.20
C 3.366972 -1.044420 3.690550 0.0 -0.1 0.1 -0.46
C 3.060007 -1.608025 0.132410 0.2 0.3 0.0 -0.08
C 2.928792 1.315950 -8.719998 -0.2 0.1 -0.1 -0.08
C -3.925168 -5.123520 -1.292709 0.1 0.1 0.0 0.00
C -0.145463 5.294802 -1.347595 0.0 -0.1 0.2 -0.07
C 1.781329 -1.803754 0.876825 -0.2 -0.2 0.2 -0.10
C 2.757361 0.956212 0.702711 0.1 -0.3 -0.2 -0.03
C 0.534867 3.097033 -2.360425 0.0 -0.2 -0.1 -0.54
C 1.705950 -2.132305 2.240892 -0.3 -0.1 0.1 -0.09
C -0.028832 3.335636 2.893900 0.0 0.0 0.0 -0.53
C 1.768623 3.094934 -7.349139 0.0 0.1 0.0 -0.55
C -1.032832 2.613250 3.753605 0.1 0.1 0.1 -0.01
C -2.082142 -1.989830 2.715735 -0.2 -0.3 -0.4 -0.13
C -3.001426 0.222382 2.116710 0.1 0.5 -0.3 -0.49
C 3.629077 -0.198101 0.267977 0.2 0.2 0.1 -0.39
C 0.597544 -1.610354 0.186209 -0.1 -0.3 0.0 -0.15
C -5.310829 -6.142337 1.106900 0.1 0.1 0.2 -0.05
C 0.461890 -2.226954 2.900687 0.1 -0.2 -0.3 -0.19
C -3.591752 -4.608184 0.083758 0.0 0.0 -0.1 -0.52
C -0.025804 3.523578 -3.694371 0.1 -0.1 0.0 -0.01
C -0.446259 -1.814297 -2.013154 0.2 0.1 0.2 0.09
C 2.994675 -2.326099 2.996763 0.3 0.0 -0.7 -0.03
C 0.492877 -1.278624 -1.238760 0.0 0.1 0.0 -0.07
H -0.832901 2.770835 4.814095 0.0 0.0 0.0 0.10
H -3.736752 -6.194796 -1.360893 -0.1 0.0 0.0 0.09
H 1.205991 -0.553551 -1.606376 -0.1 0.2 -0.1 0.11
H -5.005505 -7.002471 1.701917 0.0 0.0 0.0 0.09
H 2.512667 1.754649 -5.835379 0.1 0.0 0.0 0.09
H -0.102189 6.104694 4.534117 0.0 0.0 0.0 0.09
H 0.599348 6.036518 -1.054071 0.0 0.0 -0.1 0.09
H 3.795246 -2.575099 2.310823 0.1 0.0 0.0 0.12
H -1.066248 -2.619804 -1.639034 -0.3 0.0 0.0 0.06
H 3.530625 1.145851 -7.833969 0.0 0.0 0.0 0.07
H 3.855515 -2.270287 0.452521 0.0 -0.2 0.0 0.11
H 1.341330 2.626242 -9.233202 0.0 0.0 0.0 0.14
H -6.234008 -5.742053 1.524595 0.0 0.0 0.0 0.09
H -2.428741 0.833459 0.247765 0.2 -0.2 0.0 0.09
H -1.310474 6.268334 3.252699 -0.1 0.0 0.0 0.09
H 2.955621 -3.142607 3.700932 -0.1 0.0 0.3 0.12
H -4.106947 -1.564484 2.229773 -0.1 -0.1 0.0 0.13
H 3.703245 2.949732 -6.395609 0.0 -0.1 0.0 0.09
H 0.479900 4.418419 -4.056837 -0.1 0.0 -0.1 0.09
H -0.565687 -4.424812 3.615052 0.0 -0.2 0.1 0.04
H -2.047928 2.932110 3.526450 0.0 0.0 0.0 0.09
H 3.096796 1.316261 1.671604 0.0 0.1 0.1 0.09
H -1.453379 4.970670 4.442039 0.0 0.0 0.0 0.07
H -0.151413 -4.771895 5.174753 -0.3 -0.1 0.2 0.04
H -1.401854 -1.565176 0.304248 -0.1 -0.1 0.0 0.12
H 2.421593 0.385363 -8.979903 0.0 0.0 0.0 0.08
H 2.846515 1.750755 -0.031749 0.0 0.2 0.0 0.08
H -5.501310 -6.470837 0.092094 0.0 0.0 0.0 0.08
H 2.364895 3.452316 -5.355137 0.0 0.0 0.0 0.06
H 1.768294 -3.786701 5.368311 0.2 0.0 0.0 0.06
H -0.948834 1.555641 3.542800 0.0 -0.1 0.1 0.06
H -3.100998 -1.520243 0.808014 0.0 -0.1 -0.1 0.09
H -4.970311 -4.932308 -1.535723 0.0 -0.1 0.0 0.09
H 3.592171 1.585279 -9.543029 0.1 0.0 0.0 0.08
H 1.703950 0.717187 0.800816 -0.1 0.0 0.0 0.05
H 0.129055 2.724482 -4.411475 0.0 0.0 0.0 0.08
H 2.915105 -1.800732 -0.926344 -0.1 -0.1 -0.1 0.12
H -2.092479 -1.557630 3.715905 0.1 0.0 0.1 0.10
H -2.386247 -3.027832 2.821995 0.0 -0.1 0.1 0.10
H -4.009605 -4.742926 2.022504 0.0 0.0 0.0 0.14
H -3.298058 -4.611078 -2.015074 0.0 0.0 0.0 0.08
H -0.509001 5.543166 -2.338528 0.0 0.0 0.0 0.07
H -0.979783 5.343714 -0.645422 0.0 0.1 0.0 0.08
H -0.583709 -1.461936 -3.022011 0.1 -0.2 -0.2 0.08
H 0.800531 3.624826 -0.456186 0.0 0.0 0.0 0.12
H -1.217140 0.996106 1.379032 0.0 0.3 0.1 0.07
H 5.168406 0.875002 0.118866 0.1 0.0 0.0 0.07
H 0.730062 5.103633 2.403255 0.0 0.0 0.0 0.14
H -1.095486 3.720787 -3.618593 0.0 0.1 0.0 0.09